This record from the OMol25 dataset describes C36H41CrN4OP2S as an isolated structure. The level of theory is wB97M-V/def2-TZVPD.

The geometry in XYZ format:
```
86
Properties=species:S:1:pos:R:3:lowdin_charge:R:1
Cr -0.509 1.320 -0.699 0.32
S -0.386 3.615 -0.559 0.77
P 1.862 0.886 -0.519 0.97
P -0.015 0.664 1.535 0.97
O -2.354 1.707 -1.104 -0.28
N -1.591 -2.780 -1.730 -0.04
N 1.531 0.146 1.017 -0.46
N -0.699 -0.700 -1.106 0.03
N -2.878 2.931 -1.021 -0.17
C -2.398 -0.729 1.523 -0.11
C -2.055 3.973 -0.777 -0.59
C 2.298 -0.349 -1.786 -0.39
C 1.296 2.160 3.515 -0.08
C 3.493 1.679 -0.359 -0.32
C -4.206 3.078 -1.207 0.02
C 1.432 2.683 4.789 -0.05
C 2.463 -0.668 1.812 -0.11
C -4.776 4.318 -1.143 -0.01
C -0.904 1.356 4.075 -0.07
C 3.317 -1.284 -1.623 -0.08
C 4.304 1.783 -1.493 -0.07
C 3.951 2.197 0.850 -0.09
C -1.485 -1.460 -1.851 -0.35
C 0.146 1.460 3.159 -0.32
C 0.322 -4.203 -0.975 -0.04
C -1.585 -2.687 3.310 -0.05
C 5.221 2.739 0.948 -0.05
C -0.772 1.902 5.341 -0.05
C 2.083 -1.001 -4.102 -0.06
C 3.697 -2.090 -2.687 -0.06
C -3.299 -1.693 1.948 -0.06
C -2.309 -0.783 -2.902 0.02
C 0.402 2.546 5.708 -0.04
C -1.008 -3.547 -0.629 -0.18
C -3.964 5.426 -0.881 -0.01
C 5.564 2.347 -1.395 -0.05
C -3.793 -3.871 -2.172 -0.05
C -0.687 -1.712 2.906 -0.08
C -1.084 -0.737 1.992 -0.38
C 3.082 -1.949 -3.923 -0.05
C -2.611 5.251 -0.703 -0.04
C -2.890 -2.678 2.837 -0.05
C 1.694 -0.205 -3.036 -0.12
C -2.381 -3.581 -2.673 -0.18
C 6.034 2.806 -0.173 -0.05
H -0.914 -2.912 0.246 0.10
H 3.320 2.170 1.721 0.06
H -1.914 -1.001 -3.896 0.11
H 3.957 1.422 -2.452 0.11
H -5.838 4.431 -1.300 0.13
H -3.591 -3.430 3.175 0.12
H 2.338 -0.452 2.873 0.08
H 0.225 -4.853 -1.844 0.08
H 5.570 3.111 1.902 0.12
H -4.343 -2.950 -1.978 0.07
H 1.088 -3.461 -1.190 0.06
H 3.489 -0.433 1.537 0.08
H 1.628 -0.874 -5.076 0.11
H -2.280 0.290 -2.746 0.06
H -1.846 -4.519 -2.824 0.13
H -3.781 -4.467 -1.260 0.08
H -1.819 0.843 3.811 0.11
H 2.294 -1.734 1.642 0.09
H 0.654 -4.816 -0.136 0.09
H 3.829 -1.379 -0.673 0.11
H 0.925 0.548 -3.179 0.09
H -2.713 0.037 0.823 0.09
H -3.344 -1.120 -2.870 0.09
H -1.732 -4.320 -0.369 0.12
H -4.395 6.415 -0.817 0.13
H 2.084 2.304 2.795 0.07
H 4.486 -2.817 -2.552 0.12
H 6.184 2.425 -2.278 0.12
H -1.272 -3.450 4.011 0.12
H -1.953 6.086 -0.508 0.13
H -0.075 -1.246 -0.521 0.04
H -4.322 -1.668 1.595 0.11
H -2.420 -3.079 -3.636 0.11
H 2.341 3.201 5.063 0.12
H 7.030 3.222 -0.094 0.12
H 0.319 -1.709 3.308 0.11
H 0.509 2.945 6.707 0.12
H -4.332 -4.437 -2.931 0.09
H -1.589 1.820 6.045 0.12
H -4.746 2.164 -1.404 0.15
H 3.399 -2.567 -4.753 0.12
```

Values from the calculation:
Spin multiplicity: 2
Relative energy (zero: lowest compared OMol25 entry of this formula, charge and spin): 14.4 kcal/mol
E_LUMO (spin up / spin down): -6.7 / -6.0 eV
Calculated total energy: -3815.57344 hartree
Net charge: +2
Maximum force: 0.98 eV/Å
Orbital gap (spin up / spin down): 7.258 / 7.853 eV